1.
This record from OMol25 describes a cluster of 5 separate species, C41H86N5O16 in total. The level of theory is ωB97M-V with the def2-TZVPD basis set.

Results
Net charge: +1
E_tot, eV: -84106.26585
Frontier orbital gap, eV: 6.77
Highest occupied orbital energy, eV: -10.13

Atoms and positions in Å:
C1 10.2935 -1.3447 -0.0465
C2 8.7760 -1.1328 0.0259
C3 8.1861 -0.5875 -1.2746
O1 7.2644 -1.5839 -1.7526
N1 6.6663 -1.3337 -2.9945
C4 5.4897 -0.6305 -2.8633
N2 5.4066 0.4717 -2.0231
C5 5.3520 1.8103 -2.6807
C6 4.2715 2.6955 -2.0433
N3 3.6090 3.4932 -3.0770
N4 4.4536 -1.0902 -3.5123
C7 4.4961 -2.3275 -4.3098
C8 4.3703 -3.6172 -3.4657
C9 4.5044 -3.4380 -1.9693
O2 5.4226 -3.8786 -1.3467
O3 3.5215 -2.6794 -1.3772
C10 3.1555 -0.3945 -3.5412
O4 2.1644 -1.3550 -3.4243
C11 0.8448 -0.8260 -3.6181
C12 0.2141 -0.4193 -2.2950
C13 7.5389 -1.1588 -4.1163
C14 7.9992 -2.2775 -4.8035
C15 8.8468 -2.0791 -5.8752
C16 9.1946 -0.7705 -6.2156
N5 8.7782 0.2991 -5.5459
C17 7.9716 0.1032 -4.5112
H1 10.8379 -0.4143 0.1076
H2 10.5801 -1.7215 -1.0317
H3 10.6258 -2.0882 0.6745
H4 8.3027 -2.0873 0.2502
H5 8.5730 -0.4159 0.8197
H6 7.6789 0.3612 -1.1127
H7 8.9808 -0.4216 -2.0060
H8 4.6250 0.3575 -1.3855
H9 5.1396 1.7169 -3.7460
H10 6.3153 2.2969 -2.5379
H11 4.7410 3.3716 -1.3304
H12 3.5564 2.0952 -1.4640
H13 2.8429 2.9655 -3.4818
H14 3.1606 4.2956 -2.6500
H15 3.6487 -2.2458 -4.9823
H16 5.3893 -2.3646 -4.9234
H17 3.4038 -4.0639 -3.7012
H18 5.1432 -4.3256 -3.7522
H19 2.7235 -3.2165 -1.2778
H20 3.1127 0.3404 -2.7394
H21 3.0798 0.1169 -4.5108
H22 0.9010 0.0421 -4.2834
H23 0.2615 -1.5835 -4.1361
H24 0.6733 0.5088 -1.9501
H25 0.4402 -1.1914 -1.5611
H26 -0.8573 -0.2814 -2.4105
H27 7.6989 -3.2673 -4.4840
H28 9.2342 -2.9161 -6.4381
H29 9.8414 -0.5907 -7.0642
H30 7.6612 0.9864 -3.9644
C18 -6.8410 1.3911 -3.4621
O5 -6.2954 1.1172 -2.1917
C19 -5.2039 0.2204 -2.2424
C20 -4.2970 0.3985 -1.0462
O6 -3.4348 1.5259 -1.1276
C21 -4.0258 2.8083 -0.9601
C22 -4.4577 3.1145 0.4553
O7 -5.6858 2.4770 0.7369
C23 -5.9286 2.3129 2.1146
H31 -7.2402 0.4856 -3.9332
H32 -7.6533 2.1008 -3.3213
H33 -6.0917 1.8368 -4.1271
H34 -4.6253 0.3732 -3.1626
H35 -5.5882 -0.8098 -2.2383
H36 -3.6270 -0.4642 -1.0134
H37 -4.8756 0.4049 -0.1207
H38 -4.8568 2.9562 -1.6521
H39 -3.2360 3.5144 -1.2255
H40 -4.5772 4.2018 0.5625
H41 -3.6809 2.7783 1.1543
H42 -5.1385 1.7196 2.5907
H43 -6.8704 1.7787 2.2131
H44 -6.0152 3.2753 2.6315
C24 -12.5626 -3.8809 2.3665
O8 -12.1740 -2.5951 1.9431
C25 -12.8413 -1.5638 2.6483
C26 -12.0318 -0.2888 2.6442
O9 -10.9473 -0.2854 3.5581
C27 -9.7955 -1.0313 3.2089
C28 -8.9507 -0.3958 2.1292
O10 -9.4961 -0.6211 0.8445
C29 -9.0397 0.3250 -0.0988
H45 -13.6300 -4.0586 2.1907
H46 -11.9877 -4.6022 1.7893
H47 -12.3508 -4.0290 3.4321
H48 -13.0252 -1.8687 3.6856
H49 -13.8092 -1.3665 2.1665
H50 -12.6888 0.5127 2.9882
H51 -11.7021 -0.0449 1.6317
H52 -10.0481 -2.0599 2.9410
H53 -9.1940 -1.0562 4.1202
H54 -7.9398 -0.8308 2.1607
H55 -8.8759 0.6823 2.3210
H56 -9.3089 1.3444 0.2032
H57 -9.5264 0.0998 -1.0460
H58 -7.9534 0.2766 -0.2374
C30 1.2529 -1.5803 1.0247
O11 0.1921 -2.4992 1.1136
C31 0.6326 -3.8432 1.0766
C32 -0.3559 -4.7669 1.7515
O12 -0.2969 -4.7379 3.1621
C33 -0.8716 -3.6206 3.8236
C34 -2.3817 -3.6100 3.8274
O13 -2.8864 -3.1584 2.5828
C35 -4.2212 -3.5593 2.3676
H59 1.7835 -1.6900 0.0720
H60 0.8262 -0.5798 1.0779
H61 1.9660 -1.7074 1.8470
H62 1.6085 -3.9402 1.5683
H63 0.7347 -4.1576 0.0226
H64 -0.0809 -5.7882 1.4786
H65 -1.3678 -4.5792 1.3846
H66 -0.4844 -2.6789 3.4279
H67 -0.5409 -3.7136 4.8593
H68 -2.7267 -2.9352 4.6228
H69 -2.7493 -4.6204 4.0438
H70 -4.3154 -4.6511 2.3878
H71 -4.5162 -3.1986 1.3843
H72 -4.8952 -3.1319 3.1186
C36 5.0459 1.8335 2.3513
O14 4.5116 3.1341 2.3650
C37 3.1416 3.1690 2.0104
C38 2.4440 4.3724 2.6027
O15 2.1238 4.2368 3.9713
C39 3.1797 4.3758 4.9112
C40 3.6556 5.7958 5.1038
O16 4.5137 6.1878 4.0469
C41 4.6073 7.5894 3.9239
H73 5.0016 1.3885 1.3458
H74 6.0880 1.9036 2.6561
H75 4.5158 1.1754 3.0489
H76 2.6345 2.2573 2.3493
H77 3.0690 3.2292 0.9120
H78 1.4802 4.4664 2.0962
H79 3.0178 5.2822 2.4095
H80 4.0193 3.7208 4.6682
H81 2.7526 4.0409 5.8577
H82 4.2023 5.8574 6.0547
H83 2.7873 6.4638 5.1570
H84 3.6244 8.0375 3.7377
H85 5.2570 7.8003 3.0771
H86 5.0389 8.0437 4.8227



2.
This record from OMol25 describes a cluster of 2 separate species, C8H16NO in total at a distorted geometry. The level of theory is ωB97M-V with the def2-TZVPD basis set.

Results
Net charge: -1
E_tot, eV: -12087.18143
Frontier orbital gap (spin up / spin down), eV: 5.36 / 6.16
Highest occupied orbital energy (spin up / spin down), eV: -1.74 / -2.52

Atoms and positions in Å:
C1 3.4049 -1.1707 -0.6591
C2 2.8674 0.0765 -0.5260
C3 -0.3898 -2.1894 0.6423
C4 -2.5862 2.0051 -0.2295
C5 0.0743 0.2345 -1.3792
C6 -0.0181 -0.7306 1.0158
C7 -1.8967 0.6941 0.3740
C8 -0.3758 0.4165 0.1053
N1 0.5143 1.5779 0.3670
O1 0.3383 2.0957 1.5057
H1 4.4778 -1.3728 -0.5327
H2 2.7440 -2.0545 -0.6515
H3 3.5920 0.9862 -0.4023
H4 0.1610 -2.8713 1.2463
H5 -0.0646 -2.1825 -0.4105
H6 -1.3844 -2.3997 0.8839
H7 -1.7600 2.7495 -0.1768
H8 -2.9554 1.8362 -1.2340
H9 -3.4752 2.2990 0.3343
H10 -0.1680 -0.7257 -1.8497
H11 -0.4954 0.9529 -1.9804
H12 1.0952 0.5875 -1.3370
H13 1.0675 -0.8582 1.0911
H14 -0.4156 -0.4803 2.0620
H15 -1.9038 0.8350 1.4537
H16 -2.4475 -0.3107 0.2874



3.
This record from OMol25 describes the ion C2H7N4 with charge +1 at a distorted geometry. The level of theory is ωB97M-V with the def2-TZVPD basis set.

Results
Net charge: +1
E_tot, eV: -8139.06648
Frontier orbital gap, eV: 10.23
Highest occupied orbital energy, eV: -14.82

Atoms and positions in Å:
C1 1.0957 0.7448 0.1652
C2 -1.3786 0.7630 -0.0284
N1 2.1130 -0.0708 -0.1389
N2 -2.3622 -0.0705 -0.1235
N3 -0.1278 0.2155 0.1700
N4 0.0336 -1.4039 -0.0081
H1 1.0708 1.8008 0.2487
H2 -1.3200 1.8495 0.0590
H3 3.1891 0.0550 -0.1598
H4 -3.1849 0.3381 -0.3919
H5 -0.7136 -1.5087 -0.7017
H6 1.7711 -1.0229 -0.0611
H7 -0.1864 -1.6900 0.9705



4.
This record from OMol25 describes the molecule C4H6N2O. The level of theory is ωB97M-V with the def2-TZVPD basis set.

Results
Net charge: 0
E_tot, eV: -9270.52816
Frontier orbital gap, eV: 8.46
Highest occupied orbital energy, eV: -7.86

Atoms and positions in Å:
C1 2.4427 -0.1773 -0.3129
C2 1.1907 -0.9130 -0.5979
N1 0.1119 -0.5608 -1.0000
C3 -1.1081 -0.1496 -0.8360
C4 -1.4762 0.2157 0.5378
O1 -2.7821 0.5589 0.7372
N2 -0.6114 0.2019 1.4738
H1 3.3241 -0.7472 -0.6048
H2 2.4658 -0.0680 0.7759
H3 2.4805 0.8308 -0.7338
H4 -1.7557 -0.0711 -1.7057
H5 -3.2709 0.4443 -0.0895
H6 -1.0247 0.4076 2.3837



5.
This record from OMol25 describes the molecule C3H2N2O3 at a distorted geometry. The level of theory is ωB97M-V with the def2-TZVPD basis set.

Results
Net charge: 0
E_tot, eV: -12262.45476
Frontier orbital gap, eV: 10.56
Highest occupied orbital energy, eV: -10.75

Atoms and positions in Å:
C1 -0.4829 -0.1906 0.8760
C2 1.0413 0.8318 -0.1315
C3 0.4559 0.1337 -1.3588
H1 -1.7221 -1.0838 1.8603
H2 1.1215 0.0755 -2.3121
N1 0.6428 0.3798 1.1183
N2 -0.5471 -0.6105 -1.5561
O1 -1.2714 -0.2412 2.0633
O2 1.9759 1.4633 -0.3321
O3 -1.2140 -0.7579 -0.2272



6.
This record from OMol25 describes the ion C4H12N3 with charge +1 at a distorted geometry. The level of theory is ωB97M-V with the def2-TZVPD basis set.

Results
Net charge: +1
E_tot, eV: -8806.05095
Frontier orbital gap, eV: 10.00
Highest occupied orbital energy, eV: -12.90

Atoms and positions in Å:
C1 0.5159 -0.4856 1.9667
C2 1.1765 0.0252 0.6616
C3 0.1834 -0.0024 -0.4917
C4 0.2491 -0.8079 -1.5500
N1 -0.4529 -0.4818 -2.7109
N2 -0.8456 1.0341 -0.4380
N3 -0.5896 0.4182 2.3063
H1 0.1491 -1.4984 1.7884
H2 1.2689 -0.5846 2.7528
H3 2.0638 -0.5935 0.5246
H4 1.5883 1.0395 0.6968
H5 0.7936 -1.7358 -1.4170
H6 -0.6852 -1.2981 -3.2623
H7 -0.2037 0.2422 -3.3668
H8 -0.6045 2.0274 -0.4663
H9 -1.5185 0.8547 -1.1873
H10 -0.2404 1.2588 2.7751
H11 -1.1488 0.0830 3.0985
H12 -1.1594 0.8734 0.6464



- What is the net charge in the fifth record?
  0



- Number 1 is which compound?
  C41H86N5O16



- What is the net charge in the sixth record?
  +1



- net charge of number 2 (C8H16NO)?
  -1